[1]
Entry from the OMol25 dataset: a molecular structure, C5H16B2CuO9V2 (ωB97M-V with the def2-TZVPD basis set).

Each line ends with the Löwdin charge.
CARTESIAN COORDINATES (ANGSTROEM)
1 O -18.953 -2.393 22.495  -0.30
2 V -18.141 -2.006 23.902  1.05
3 O -21.449 0.510 25.900  -0.30
4 V -20.123 -0.176 26.413  1.01
5 Cu -22.385 -3.597 25.053  0.11
6 C -19.794 -2.892 25.993  -0.94
7 O -19.609 -3.381 24.932  -0.06
8 O -20.832 -2.245 26.122  -0.14
9 O -18.922 -2.064 26.091  -0.10
10 C -18.530 0.602 24.152  -0.95
11 O -18.694 1.064 25.289  -0.06
12 O -17.455 0.105 23.739  -0.05
13 O -19.426 -0.150 24.019  -0.05
14 B -19.993 0.483 28.500  -0.40
15 H -19.085 -0.014 28.195  -0.03
16 H -20.195 1.328 27.860  -0.03
17 H -20.842 -0.182 28.473  -0.03
18 H -19.778 0.864 29.487  -0.03
19 B -16.079 -2.891 23.742  -0.39
20 H -16.403 -2.516 24.700  -0.04
21 H -16.635 -3.796 23.552  -0.06
22 H -16.342 -2.226 22.934  -0.03
23 H -15.006 -3.006 23.735  -0.02
24 C -17.723 -5.716 21.854  -0.06
25 C -18.718 -6.261 22.878  -0.47
26 C -18.068 -6.331 24.223  -0.08
27 O -19.768 -5.322 23.005  -0.09
28 H -17.667 -4.628 21.827  0.06
29 H -17.959 -5.964 20.819  0.06
30 H -16.719 -6.099 22.037  0.07
31 H -19.120 -7.199 22.494  0.12
32 H -17.487 -5.451 24.499  0.07
33 H -17.403 -7.193 24.270  0.07
34 H -18.663 -6.570 25.104  0.08
35 H -19.645 -4.787 23.793  0.01

Summary:
**HOMO level (spin up / spin down)**: -0.353 / -2.834 eV
**⟨S²⟩**: 3.8303
**Spin multiplicity**: 4
**Kohn-Sham gap (spin up / spin down)**: 0.2008 / 0.2884 hartree
**Net charge**: -2

---

[2]
Entry from the OMol25 dataset: C5H16B2N2SSi in the gas phase (ωB97M-V with the def2-TZVPD basis set).

Each line ends with the Löwdin charge.
CARTESIAN COORDINATES (ANGSTROEM)
1 S -0.587 0.004 2.729  0.97
2 B 0.770 0.962 2.003  -0.77
3 B -0.064 -1.283 1.428  -0.75
4 N 1.375 0.171 0.967  -0.04
5 N 0.666 -0.792 0.263  -0.11
6 C 1.302 2.344 2.716  -0.07
7 C -0.635 -2.700 1.101  -0.06
8 C 1.098 0.669 -2.289  -0.15
9 C -1.560 1.149 -0.618  -0.16
10 C -1.046 -1.418 -2.257  -0.14
11 Si -0.218 -0.058 -1.194  0.56
12 H 2.126 0.509 0.328  0.13
13 H 1.484 2.985 1.847  0.04
14 H 0.666 2.957 3.353  0.05
15 H 2.294 2.212 3.178  0.06
16 H 0.029 -3.184 0.371  0.07
17 H -0.509 -3.267 2.031  0.06
18 H -1.671 -2.673 0.739  0.07
19 H 2.158 0.744 -1.869  0.06
20 H 0.584 1.596 -2.380  0.01
21 H 1.172 0.198 -3.222  0.01
22 H -2.310 0.438 -0.084  0.07
23 H -1.934 1.397 -1.636  0.03
24 H -1.494 2.061 -0.027  0.03
25 H -1.866 -1.007 -2.845  0.03
26 H -1.483 -2.175 -1.660  0.00
27 H -0.347 -1.838 -2.972  0.03

Summary:
**HOMO level**: -8.445 eV
**SMILES**: CB1NN([Si](C)(C)C)B(C)S1
**Kohn-Sham gap**: 0.3298 hartree
**Net charge**: 0

---

[3]
Entry from the OMol25 dataset: 2 unconnected molecules or ions with the total composition C5H16BBr2ClN3O4P (ωB97M-V with the def2-TZVPD basis set).

Each line ends with the Löwdin charge.
CARTESIAN COORDINATES (ANGSTROEM)
1 C 1.783 1.108 1.414  -0.09
2 O 2.059 -0.042 0.651  -0.13
3 C 1.196 -1.149 0.838  -0.48
4 N 1.716 -2.142 -0.103  0.09
5 B 1.249 -1.752 2.358  -0.60
6 O 0.626 -1.224 3.441  0.17
7 O 1.956 -2.915 2.599  0.15
8 C -0.266 -0.913 0.362  -0.71
9 Cl -0.275 0.091 -1.118  0.65
10 N -1.153 -0.364 1.370  -0.23
11 P -2.643 -1.253 1.395  0.77
12 N -3.635 -0.142 2.264  -0.18
13 O -2.289 -2.333 2.575  -0.29
14 H 0.754 1.438 1.343  0.07
15 H 2.074 0.997 2.459  0.09
16 H 2.399 1.901 1.012  0.10
17 H 1.204 -3.005 0.020  0.09
18 H 2.697 -2.302 0.078  0.09
19 H 0.460 -0.276 3.348  0.10
20 H 2.896 -2.691 2.707  0.12
21 H -0.647 -1.886 0.067  0.07
22 H -1.332 0.619 1.202  0.06
23 H -4.417 0.067 1.653  0.01
24 H -4.034 -0.660 3.042  0.03
25 H -1.676 -1.948 3.226  0.04
26 Br -1.692 1.144 -4.228  0.60
27 C -0.568 2.308 -5.305  -0.70
28 C 0.581 2.859 -4.503  -0.70
29 Br 0.006 4.272 -3.294  0.60
30 H -1.210 3.085 -5.705  0.05
31 H -0.198 1.688 -6.117  0.06
32 H 1.316 3.319 -5.158  0.06
33 H 1.061 2.102 -3.892  0.05

Summary:
**HOMO level**: -8.703 eV
**SMILES**: CO[C@@](N)(B(O)O)[C@H](Cl)NP(N)O.BrCCBr
**Kohn-Sham gap**: 0.3348 hartree
**Net charge**: 0

---

[4]
Entry from the OMol25 dataset: 2 unconnected molecules or ions with the total composition C5H16N2O (ωB97M-V with the def2-TZVPD basis set).

Each line ends with the Löwdin charge.
CARTESIAN COORDINATES (ANGSTROEM)
1 C -1.317 0.080 3.279  -0.17
2 N -1.188 -0.191 1.839  -0.11
3 C 1.187 0.811 1.948  -0.09
4 C -0.192 0.736 1.179  -0.38
5 C 0.072 0.315 -0.286  -0.27
6 N -1.050 0.704 -1.108  -0.14
7 C -1.195 -0.025 -2.343  -0.26
8 H -2.196 0.743 3.327  0.07
9 H -1.548 -0.783 3.911  0.07
10 H -0.476 0.539 3.767  0.04
11 H -0.672 -1.069 1.711  0.08
12 H 1.998 0.454 1.311  0.06
13 H 1.191 0.219 2.868  0.05
14 H 1.171 1.853 2.281  0.07
15 H -0.858 1.619 1.208  0.13
16 H 0.195 -0.776 -0.299  0.10
17 H 0.986 0.826 -0.588  0.10
18 H -1.900 0.700 -0.566  0.08
19 H -1.314 -1.113 -2.291  0.04
20 H -0.321 0.189 -2.959  0.04
21 H -2.128 0.250 -2.880  0.06
22 H 2.721 -1.463 -5.498  -0.08
23 H 3.373 -2.781 -4.821  -0.07
24 O 3.462 -1.836 -4.988  -0.43

Summary:
**HOMO level (spin up / spin down)**: 1.284 / -5.673 eV
**ΔE to the lowest compared entry with this formula, charge and spin**: 123.0 kJ/mol
**⟨S²⟩**: 0.7504
**Spin multiplicity**: 2
**Kohn-Sham gap (spin up / spin down)**: 0.0672 / 0.3189 hartree
**Net charge**: -1

---

In eV/A, the maximum force values for the records above are, in order, 15.08, 5.75, 0.87, 2.55.